# C3H2NOS2

The ion C3H2NOS2 with charge -1 in a non-equilibrium geometry (wB97M-V/def2-TZVPD, the OMol25 dataset).

As for the charge: -1. As for the max |F|: 4.89 eV/Å. The value obtained for the gap between HOMO and LUMO (spin up / spin down) is 0.224 / 0.224 Eh. The calculation puts the calculated total energy at -28350.2418 eV. The relative energy (zero: lowest compared OMol25 entry of this formula, charge and spin) comes out at 347.8 kJ/mol.

Element x y z (Å)
S (-0.536, -1.418, 0.414)
S (-1.826, -1.583, -2.144)
C (0.876, -0.535, 1.241)
H (0.605, -0.688, 2.256)
O (0.712, 2.392, -0.709)
N (1.057, 0.706, 0.870)
H (-0.608, 0.313, -1.023)
C (-1.062, -0.669, -0.953)
C (0.782, 1.482, 0.049)